Entry 1:
This record from the OMol25 dataset describes an isolated molecule of C4H5NO2. The level of theory is ωB97M-V with the def2-TZVPD basis set.

Properties
Orbital gap   9.305 eV
Energy above the lowest of the compared OMol25 structures with the same formula, charge and spin   426.0 kJ/mol
Highest occupied orbital energy   -8.982 eV
Energy   -360.50717 Ha

Geometry as XYZ:
```
12
Properties=species:S:1:pos:R:3:forces:R:3
O 1.15825 2.37574 0.39959 -0.07 -0.16 -0.01
C 0.52353 1.30287 0.38684 -0.03 0.01 0.05
N 1.05612 0.07816 0.15045 0.02 0.21 -0.02
C 0.31770 -0.99667 -0.47140 -0.05 -0.05 0.02
C -1.02501 -1.29293 0.15283 -0.16 0.17 0.25
O -1.49780 -0.71560 1.09864 0.22 -0.22 -0.50
C -0.73020 1.81099 0.77894 0.15 -0.02 -0.13
H 2.04573 0.12045 -0.05911 -0.09 0.01 0.03
H 0.90747 -1.91998 -0.41180 -0.09 0.11 -0.01
H 0.13228 -0.81834 -1.54373 0.01 -0.03 0.11
H -1.57359 -2.10722 -0.36572 0.03 0.04 0.11
H -1.30357 2.13582 -0.10519 0.05 -0.07 0.11
```
Positions in Å, forces in eV/Å.

---

Entry 2:
This record from the OMol25 dataset describes an isolated molecule of C4H5NO2. The level of theory is ωB97M-V with the def2-TZVPD basis set.

Properties
SMILES   [H]/N=C/[C@H]1O[C@H]1C=O
Orbital gap   10.904 eV
Energy above the lowest of the compared OMol25 structures with the same formula, charge and spin   252.4 kJ/mol
Highest occupied orbital energy   -10.083 eV
Energy   -360.57329 Ha

Geometry as XYZ:
```
12
Properties=species:S:1:pos:R:3:forces:R:3
H 2.09768 -0.40405 -1.65843 -0.06 -0.10 -0.07
N 1.20698 -0.01302 -1.35441 -0.17 -0.47 0.13
C 0.41671 -0.90124 -0.91000 0.19 0.29 -0.17
C -0.92308 -0.42990 -0.41708 0.05 0.04 -0.25
O -1.31715 -0.75983 0.89848 0.02 -0.16 0.08
C -0.92633 0.59039 0.63655 0.00 0.21 0.06
C 0.41375 0.92567 1.23180 0.09 0.42 0.02
O 0.84316 2.04010 1.37240 -0.29 -0.42 0.02
H 0.64261 -1.97276 -0.85354 -0.05 0.10 -0.02
H -1.73158 -0.44803 -1.14892 0.11 0.08 0.08
H -1.70048 1.35419 0.67000 0.09 -0.14 0.05
H 0.97772 0.01848 1.53316 0.01 0.16 0.06
```
Positions in Å, forces in eV/Å.

---

Entry 3:
This record from the OMol25 dataset describes a cluster of 3 separate species, C4H5NO2 in total at a distorted geometry. The level of theory is ωB97M-V with the def2-TZVPD basis set.

Properties
Orbital gap (alpha / beta)   7.763 / 7.457 eV
Energy above the lowest of the compared OMol25 structures with the same formula, charge and spin   698.3 kJ/mol
Highest occupied orbital energy (alpha / beta)   -9.638 / -9.498 eV
Energy   -360.40347 Ha

Geometry as XYZ:
```
12
Properties=species:S:1:pos:R:3:forces:R:3
O 1.10003 2.19607 0.81010 -0.12 -0.63 -0.14
C 0.60977 1.12020 0.54670 0.23 0.28 0.00
N 1.19425 0.05669 -0.14249 -0.12 -0.03 1.10
C 0.53598 -1.21137 -0.07650 0.14 -0.20 -0.23
C -0.83978 -0.61207 0.22413 0.01 -0.11 0.58
O -1.15714 -0.39392 1.46649 0.16 -0.22 -0.03
C -0.87452 0.78485 0.59778 -0.03 0.31 -0.33
H 0.32514 0.25790 -1.62520 -3.31 -0.77 -1.47
H 0.77624 -1.91841 0.72549 0.00 0.41 0.02
H 0.59245 -1.70021 -1.04383 0.06 -0.12 0.05
H -0.55302 -0.03172 -1.91276 2.86 1.13 0.38
H -1.70940 1.45199 0.43009 0.12 -0.03 0.06
```
Positions in Å, forces in eV/Å.

---

Entry 4:
This record from the OMol25 dataset describes a structure of composition C4H5NO2 at a distorted geometry. The level of theory is ωB97M-V with the def2-TZVPD basis set.

Properties
Orbital gap   9.145 eV
Energy above the lowest of the compared OMol25 structures with the same formula, charge and spin   302.3 kJ/mol
Highest occupied orbital energy   -8.440 eV
Energy   -360.55427 Ha

Geometry as XYZ:
```
12
Properties=species:S:1:pos:R:3:forces:R:3
C -0.35574 0.98740 -0.11947 -1.38 -1.09 1.81
C -1.21559 -0.20106 1.29112 1.08 4.28 -4.54
C 0.58299 0.02779 -0.70070 0.94 -0.82 -1.97
C 0.54380 -1.25310 0.15143 2.22 1.20 2.09
N -0.68613 2.16592 -0.30269 1.08 2.27 -0.45
O -2.19458 0.04616 1.86735 -0.96 -0.10 1.38
O -0.49064 -1.23698 1.17829 0.98 -2.81 -0.64
H 0.28194 -0.28951 -1.78552 0.02 0.80 1.90
H 1.62745 0.38397 -0.88312 -0.71 -0.05 0.62
H 0.54836 -2.00953 -0.56477 -1.31 -2.02 -0.48
H 1.44725 -1.50248 0.77998 -0.56 0.87 -0.82
H -0.08911 2.88144 -0.91189 -1.40 -2.52 1.10
```
Positions in Å, forces in eV/Å.

---

Entry 5:
This record from the OMol25 dataset describes an isolated molecule of C4H5NO2. The level of theory is ωB97M-V with the def2-TZVPD basis set.

Properties
SMILES   C=NC(C=O)C=O
Orbital gap   10.051 eV
Energy above the lowest of the compared OMol25 structures with the same formula, charge and spin   210.3 kJ/mol
Highest occupied orbital energy   -9.990 eV
Energy   -360.58931 Ha

Geometry as XYZ:
```
12
Properties=species:S:1:pos:R:3:forces:R:3
C -0.05242 -1.22440 -1.30969 -0.21 0.03 0.19
N -0.78056 -1.04919 -0.28216 0.28 -0.05 -0.41
C -0.48314 0.06108 0.62536 -0.11 0.04 0.12
C -0.50285 1.35059 -0.19853 -0.26 0.33 0.02
O -1.36852 2.18039 -0.12882 0.44 -0.37 0.03
C 0.87501 -0.06487 1.30537 0.48 -0.03 -0.35
O 1.91341 -0.09492 0.68472 -0.67 -0.02 0.39
H 0.82186 -0.62416 -1.58184 -0.10 -0.12 0.13
H -0.33215 -2.03578 -1.98474 0.09 0.08 0.15
H -1.27137 0.10960 1.38316 0.12 0.00 -0.17
H 0.34841 1.42945 -0.90634 -0.16 0.08 0.03
H 0.85411 -0.11249 2.41163 0.10 0.03 -0.13
```
Positions in Å, forces in eV/Å.

---

Entry 6:
This record from the OMol25 dataset describes an isolated molecule of C4H5NO2. The level of theory is ωB97M-V with the def2-TZVPD basis set.

Properties
Orbital gap   9.833 eV
Energy above the lowest of the compared OMol25 structures with the same formula, charge and spin   545.3 kJ/mol
Highest occupied orbital energy   -9.461 eV
Energy   -360.46171 Ha

Geometry as XYZ:
```
12
Properties=species:S:1:pos:R:3:forces:R:3
O -1.28859 -1.13374 -2.02151 0.31 0.32 0.68
C -0.95210 -0.58229 -1.00936 0.00 0.11 -0.37
N -1.47806 0.23075 -0.08045 0.46 -0.48 -0.22
C -0.45758 1.05616 0.57273 0.11 -0.09 0.03
C 0.90823 0.36801 0.46451 -0.08 0.09 -0.04
O 0.93480 -0.92442 1.08991 -0.18 0.13 -0.26
C 0.78401 -0.82993 -0.34469 -0.12 0.01 -0.15
H -0.65932 -1.08498 0.12536 0.03 0.24 0.32
H -0.73650 1.25822 1.61342 0.06 -0.08 -0.23
H -0.40872 2.01693 0.03799 -0.01 -0.24 0.09
H 1.83030 0.94473 0.53334 -0.23 -0.17 -0.03
H 1.52353 -1.31944 -0.98125 -0.34 0.13 0.17
```
Positions in Å, forces in eV/Å.

---

Entry 7:
This record from the OMol25 dataset describes a cluster of 2 separate species, C4H5NO2 in total at a distorted geometry. The level of theory is ωB97M-V with the def2-TZVPD basis set.

Properties
Orbital gap   9.116 eV
Energy above the lowest of the compared OMol25 structures with the same formula, charge and spin   402.3 kJ/mol
Highest occupied orbital energy   -8.695 eV
Energy   -360.51620 Ha

Geometry as XYZ:
```
12
Properties=species:S:1:pos:R:3:forces:R:3
N 0.32509 1.29070 1.14107 0.11 -0.04 -0.07
C 0.08311 0.35627 0.23145 -0.32 0.03 0.15
C -1.09524 0.26933 -0.58290 -0.03 0.22 -0.23
C -0.42531 -1.02233 0.31275 0.15 -0.15 0.28
O 0.13404 -1.91346 -0.43452 -0.08 0.07 -0.03
C 1.59694 -0.76929 -0.97271 0.71 -0.32 -0.96
O 2.22212 -1.11135 -1.87831 -0.69 0.35 0.98
H 0.04888 2.24934 0.97980 0.03 -0.14 -0.01
H 0.97234 1.11479 1.89503 -0.10 0.00 -0.11
H -1.93227 0.93276 -0.36049 0.12 -0.09 0.01
H -1.02751 -0.10546 -1.59413 0.02 0.01 0.14
H -0.90218 -1.29130 1.26297 0.08 0.05 -0.15
```
Positions in Å, forces in eV/Å.

---

Entry 8:
This record from the OMol25 dataset describes a structure of composition C4H5NO2 at a distorted geometry. The level of theory is ωB97M-V with the def2-TZVPD basis set.

Properties
Orbital gap   10.336 eV
Energy above the lowest of the compared OMol25 structures with the same formula, charge and spin   297.2 kJ/mol
Highest occupied orbital energy   -10.302 eV
Energy   -360.55622 Ha

Geometry as XYZ:
```
12
Properties=species:S:1:pos:R:3:forces:R:3
C 0.03481 0.07530 -0.34648 0.16 -2.83 1.61
C 0.14175 1.10330 0.75173 0.69 0.03 0.12
C -0.97968 -1.00585 -0.13441 -2.24 -1.30 3.18
O 0.14641 0.48542 -1.65504 0.41 -0.18 -0.06
C 0.97153 -1.26801 0.01247 1.88 3.52 -1.76
O -1.19767 -1.48570 1.00728 -0.35 1.49 -3.16
N 1.91943 -1.91745 0.07816 -0.28 -0.60 0.25
H -0.20892 1.37855 -1.75072 0.15 -0.09 0.18
H -1.37173 -1.44339 -1.06634 -0.16 -0.07 0.09
H 1.18478 1.40368 0.85732 -0.10 0.26 -0.12
H -0.15778 0.70682 1.72049 -0.15 -0.24 -0.21
H -0.48294 1.96732 0.52553 0.00 0.02 -0.12
```
Positions in Å, forces in eV/Å.

---

Entry 9:
This record from the OMol25 dataset describes a cluster of 2 separate species, C4H5NO2 in total at a distorted geometry. The level of theory is ωB97M-V with the def2-TZVPD basis set.

Properties
SMILES   O=[NH+][O-].C#CC=C
Orbital gap   9.817 eV
Energy above the lowest of the compared OMol25 structures with the same formula, charge and spin   649.0 kJ/mol
Highest occupied orbital energy   -9.576 eV
Energy   -360.42224 Ha

Geometry as XYZ:
```
12
Properties=species:S:1:pos:R:3:forces:R:3
O -0.44063 1.16736 -2.90129 -1.43 0.60 -1.12
N 0.25451 1.43914 -1.96932 2.34 -2.97 0.55
O 0.48220 2.48163 -1.43247 -0.19 0.32 0.16
H 0.79346 0.50300 -1.67347 -0.54 2.38 0.27
C -1.33765 0.67879 1.97546 -0.88 0.20 0.45
C -0.75958 -0.07696 1.23719 -0.61 1.22 -0.24
C -0.03371 -0.80905 0.26246 1.46 -1.98 0.97
C 0.87175 -1.70969 0.73445 -3.93 3.79 1.87
H -1.99836 1.28234 2.61076 0.91 -0.63 -0.60
H -0.24243 -0.72260 -0.81369 -0.10 -0.07 0.74
H 1.40842 -2.30717 0.20202 3.15 -3.36 -3.93
H 1.00202 -1.92680 1.76789 -0.18 0.50 0.88
```
Positions in Å, forces in eV/Å.

---

Entry 10:
This record from the OMol25 dataset describes an isolated molecule of C4H5NO2 at a distorted geometry. The level of theory is ωB97M-V with the def2-TZVPD basis set.

Properties
SMILES   O=CC(=O)[C@H]1CN1
Orbital gap   8.371 eV
Energy above the lowest of the compared OMol25 structures with the same formula, charge and spin   391.7 kJ/mol
Highest occupied orbital energy   -9.111 eV
Energy   -360.52023 Ha

Geometry as XYZ:
```
12
Properties=species:S:1:pos:R:3:forces:R:3
O 0.10466 1.81762 -0.13001 5.02 -1.09 0.77
C 1.20550 1.20613 0.02326 -3.15 0.65 -1.04
C 1.27297 -0.44734 -0.09560 -0.50 2.77 0.86
O 2.40474 -0.89670 -0.05178 -2.27 -0.27 -0.28
C -0.16809 -1.03248 -0.17599 2.13 0.99 1.37
C -1.36242 -0.36596 0.59084 3.38 5.12 0.49
N -1.25207 -0.26656 -0.75343 -0.22 -2.56 -5.24
H 2.20540 1.72902 0.18015 -1.03 -0.45 -0.05
H -0.09033 -2.10579 -0.17941 -0.70 -0.37 -0.51
H -2.07424 -1.00077 0.88298 -2.65 -2.21 1.70
H -1.29731 0.75955 0.86991 0.10 -2.57 1.45
H -0.94882 0.60327 -1.16093 -0.10 0.00 0.47
```
Positions in Å, forces in eV/Å.